(1)
{
  "formula": "C3H3OS",
  "method": "wB97M-V/def2-TZVPD",
  "orbital_gap_ev": [6.5, 6.7],
  "e_above_lowest_ev": 2.900,
  "total_charge": 1,
  "homo_energy_ev": [-15.68, -15.74],
  "lumo_energy_ev": [-9.187, -9.019],
  "species": ["S", "O", "C", "C", "C", "H", "H", "H"],
  "positions_angstrom": [[-0.801, 2.119, 0.495], [-0.913, -0.002, -1.780], [0.052, 0.793, 0.960], [-0.291, -0.712, -1.037], [0.367, -0.329, 0.237], [0.715, 0.791, 1.791], [-0.202, -1.761, -1.401], [1.074, -0.898, 0.736]],
  "lowdin_charge": [1.161, 0.131, -0.479, -0.200, 0.021, 0.096, 0.158, 0.112]
}

(2)
{
  "formula": "C3H3P",
  "method": "wB97M-V/def2-TZVPD",
  "orbital_gap_ev": 8.9,
  "e_above_lowest_ev": 1.461,
  "homo_energy_ev": -9.33,
  "lumo_energy_ev": -0.443,
  "species": ["P", "C", "C", "C", "H", "H", "H"],
  "positions_angstrom": [[-0.529, -1.800, -1.467], [-0.849, -1.346, 1.368], [-1.010, -0.791, 2.466], [-0.671, -1.749, 0.086], [3.004, -0.473, 0.063], [-0.963, -0.414, 3.519], [2.207, -0.816, 0.065]],
  "lowdin_charge": [0.807, -0.304, 0.127, -0.701, 0.026, 0.061, -0.016]
}